(1)
A molecular structure, C5H7NO at a distorted geometry, computed with ωB97M-V/def2-TZVPD.

Cartesian coordinates (Å):
O 1.115 1.693 0.410
C 1.800 0.752 0.284
C 2.591 -0.285 0.147
N -0.412 -1.157 0.029
C -1.370 -0.277 0.752
C -1.678 0.452 -0.582
C -0.669 -0.547 -1.071
H 2.146 -1.255 -0.024
H 3.658 -0.153 0.264
H -0.877 0.335 1.514
H -2.195 -0.834 1.205
H -1.370 1.501 -0.629
H -2.694 0.340 -0.974
H -0.208 -0.757 -2.041

Properties
* LUMO level: 0.0370 Ha
* E_HOMO: -9.17 eV
* total charge: 0
* ΔE to the lowest compared entry with this formula, charge and spin: 63.88 kcal/mol
* E_tot: -324.62268 Eh



(2)
A single C5H7NO molecule, computed with ωB97M-V/def2-TZVPD.

Cartesian coordinates (Å):
C -1.885 0.120 -0.534
C -0.534 0.659 -0.249
O -0.328 1.908 -0.069
C 0.754 -0.001 -0.181
C 1.321 -0.219 1.233
C 0.954 -1.099 -1.080
N 1.112 -1.974 -1.827
H -2.626 0.919 -0.590
H -2.165 -0.617 0.227
H -1.841 -0.416 -1.489
H 0.814 1.530 -0.207
H 0.914 -1.121 1.707
H 2.407 -0.328 1.182
H 1.102 0.638 1.878

Properties
* structure (SMILES): C/C(O)=C(/C)C#N
* LUMO level: -0.0012 Ha
* E_HOMO: -8.81 eV
* total charge: 0
* ΔE to the lowest compared entry with this formula, charge and spin: 73.39 kcal/mol
* E_tot: -324.60752 Eh



The highest E_HOMO belongs to which entry? number 2



What is the formula in the second record? C5H7NO



What is the LUMO level in the first record? 0.0370 Ha